Entry 1:
C27H61Cl7N2NaO9V as an isolated structure at a distorted geometry, computed with ωB97M-V/def2-TZVPD.

Properties
E = -6179.06549 Ha

```
108
Properties=species:S:1:pos:R:3:forces:R:3
C 5.881351 2.330777 2.043405 -0.461 0.210 -0.631
C 4.438322 2.845807 1.723234 -0.316 -0.299 0.165
C 4.228927 2.975304 0.170646 0.764 0.693 0.872
C 3.299880 1.996146 2.416767 -0.004 0.695 -0.691
C 2.194028 2.996581 2.888563 0.531 -0.830 0.771
C 1.001279 2.344594 3.661866 -0.371 1.211 -0.620
C -0.114224 3.466807 3.852147 0.473 -1.453 -0.981
C -0.840952 3.665113 2.474205 -0.260 0.576 0.525
C -1.331399 2.350267 1.811274 -0.364 1.044 -0.567
N -0.234337 1.345938 1.668519 -0.457 -0.177 0.239
C 0.417433 1.076083 2.975273 0.409 0.524 1.651
H 6.576533 3.196248 2.006256 -0.227 -0.708 -0.082
H 6.143148 1.592828 1.252993 0.165 0.404 0.652
H 5.977403 1.844452 3.031721 -0.156 0.321 -0.439
H 4.341234 3.866619 2.161276 0.106 -0.602 -0.265
H 4.701396 3.937058 -0.125100 -0.258 -0.605 -0.116
H 3.164749 3.041774 -0.121406 0.489 -0.277 0.112
H 4.784825 2.166858 -0.341783 -0.676 0.291 0.071
H 2.833671 1.274657 1.702545 0.559 0.327 0.309
H 3.753940 1.404901 3.236783 -0.504 0.392 -0.145
H 1.853702 3.596407 2.015050 0.145 -0.435 0.407
H 2.679133 3.715303 3.587779 -0.377 -0.335 -0.449
H 1.318410 2.053595 4.682590 0.048 -0.064 -0.623
H -0.834560 3.073157 4.596644 0.199 0.595 -0.353
H 0.388204 4.390974 4.200746 -0.535 -0.471 -0.106
H -1.786838 4.294500 2.659518 1.339 -2.450 0.928
H -0.162345 4.203340 1.716983 -0.540 -0.748 0.999
H -1.673276 2.599243 0.786924 0.121 -0.367 0.567
H -2.190029 1.882092 2.326625 0.651 0.194 0.051
H 0.420236 1.599914 0.921284 0.041 0.084 0.216
H -0.673565 0.455549 1.366577 0.175 -0.129 -0.222
H -0.383158 0.696766 3.649415 0.438 -0.055 -0.612
H 1.183699 0.297218 2.845628 -0.511 0.482 -0.072
O 2.542770 -1.303907 4.606700 0.096 0.308 -0.046
H 1.702586 -0.842001 4.680900 -0.108 -0.169 0.161
H 3.075189 -0.740695 4.034253 0.129 -0.089 0.015
Cl -2.271843 2.574953 -1.631519 -0.135 -0.014 0.028
C -1.535034 3.951738 -2.488691 0.006 0.054 -0.189
C -0.224414 3.562175 -3.125028 -0.079 0.088 -0.212
Cl 1.024399 3.238455 -1.892603 -0.110 0.125 0.241
H -1.404757 4.767828 -1.779123 0.052 -0.042 -0.021
H -2.245036 4.272819 -3.250048 0.038 -0.087 -0.014
H 0.144518 4.375038 -3.749566 0.017 0.008 0.091
H -0.326855 2.674633 -3.747037 0.021 -0.030 0.129
C 5.436125 0.883148 -3.621366 0.152 0.241 0.131
C 4.286851 0.146261 -2.956435 -0.027 -0.329 -0.008
C 3.079534 0.826671 -3.576910 -0.139 0.183 -0.021
O 3.469310 1.241259 -4.891119 0.142 0.007 0.185
C 4.891533 1.115530 -5.020042 -0.076 -0.151 -0.228
H 6.374377 0.328912 -3.617855 -0.033 0.005 -0.023
H 5.603439 1.842225 -3.120332 0.032 -0.018 -0.034
H 4.308140 -0.909175 -3.239371 -0.035 0.034 0.060
H 4.296025 0.206332 -1.867329 -0.022 -0.005 -0.024
H 2.791622 1.721731 -3.013981 0.094 -0.158 0.013
H 2.213316 0.164708 -3.644158 0.016 0.024 -0.087
H 5.097272 0.261146 -5.672764 0.084 0.024 0.011
H 5.297256 2.014572 -5.486816 -0.099 0.007 -0.025
C -0.401040 -2.705781 1.115127 0.366 -0.456 -0.515
Cl -1.456069 -1.429858 0.462413 -0.339 0.548 -0.148
Cl 0.309701 -3.626210 -0.200789 -0.120 0.234 0.268
Cl 0.852510 -1.996848 2.138858 -0.074 -0.228 -0.069
H -1.003717 -3.377518 1.726459 0.157 -0.303 0.449
C -2.191049 -1.890286 -3.110770 0.102 -0.301 -0.110
O -2.938147 -2.989202 -2.624826 -0.043 0.501 0.118
C -4.110501 -2.611441 -1.910232 -0.097 -0.570 0.028
C -5.357462 -2.996685 -2.691749 0.247 0.249 -0.157
N -5.512715 -2.162358 -3.880354 -0.133 -0.097 0.099
C -6.533450 -2.641320 -4.811212 0.223 0.098 -0.086
C -6.305320 -4.002356 -5.476944 -0.275 0.125 -0.239
O -5.218530 -4.026204 -6.386651 -0.063 -0.097 0.296
C -3.947118 -4.259500 -5.795306 0.070 0.055 -0.341
H -1.245326 -2.269646 -3.500847 -0.047 -0.170 0.048
H -2.723021 -1.382656 -3.922501 0.015 0.198 0.024
H -1.974320 -1.178587 -2.306869 -0.043 0.089 -0.059
H -4.112565 -1.546274 -1.654092 0.024 0.043 -0.168
H -4.102320 -3.176284 -0.973314 -0.024 0.023 0.028
H -6.236677 -2.876463 -2.051374 -0.024 -0.001 -0.030
H -5.266503 -4.056563 -2.954521 0.001 -0.089 0.194
H -4.629465 -2.124645 -4.372052 0.015 -0.021 0.038
H -6.609277 -1.892811 -5.604758 -0.063 -0.073 -0.043
H -7.500254 -2.653511 -4.297274 0.024 -0.068 0.044
H -7.194928 -4.217911 -6.076496 0.021 0.016 -0.011
H -6.225908 -4.819729 -4.752175 0.158 0.046 0.077
H -4.008904 -4.901735 -4.914413 -0.022 0.088 0.058
H -3.459950 -3.315202 -5.542164 0.085 -0.078 0.186
H -3.319796 -4.755828 -6.536818 -0.078 -0.004 0.004
O 0.520204 -4.562128 -3.566518 -0.003 0.228 0.078
H 0.647267 -4.347960 -2.631404 -0.023 -0.092 -0.173
O -4.849572 2.184947 5.222376 0.587 0.885 -0.548
C -4.242858 3.275171 4.844382 0.089 -0.801 2.789
C -4.487451 3.496517 3.238365 -0.292 0.427 -2.493
O -3.858845 4.592760 2.840094 0.539 -0.116 -0.347
H -3.140810 3.307001 4.973525 0.179 -0.491 -0.507
H -4.569254 4.221685 5.311227 -0.671 0.023 -0.395
H -5.579875 3.475242 3.105465 -0.016 0.505 0.493
H -4.177394 2.544447 2.766477 0.484 0.020 0.329
Cl 3.541606 -4.526264 2.252100 0.147 -0.005 -0.196
C 3.364106 -4.523630 4.020024 0.025 0.268 0.131
C 4.476328 -5.267605 4.721802 -0.120 0.044 0.059
Cl 4.406906 -7.021588 4.421982 0.050 -0.026 -0.030
H 2.378933 -4.927203 4.225020 -0.021 -0.221 0.137
H 3.359213 -3.481517 4.336938 0.063 -0.064 0.001
H 4.389874 -5.126791 5.799237 -0.086 -0.004 -0.047
H 5.455694 -4.910595 4.407204 -0.071 -0.040 -0.086
Na -1.919116 5.526269 1.542313 -1.445 1.512 -0.876
O -0.707250 -6.641003 5.872563 -0.052 1.794 -2.440
V -0.772370 -5.678098 4.427984 -0.016 -1.120 1.255
O -0.796358 -4.677440 2.999788 -0.064 -0.538 1.186
```
Positions in Å, forces in eV/Å.

Entry 2:
A 8-piece molecular cluster, C27H61N10O9 overall at a distorted geometry, computed with ωB97M-V/def2-TZVPD.

Properties
E = -2289.79886 Ha
total charge = +1

```
107
Properties=species:S:1:pos:R:3:forces:R:3
N 0.603478 4.477994 6.110685 0.351 -2.057 0.112
C 0.794289 3.235747 6.553132 0.314 -1.964 0.933
N 1.356750 3.059131 7.940548 -1.507 -0.432 -1.226
C 2.250575 1.855066 7.685626 -0.297 0.087 -1.498
C 1.152997 0.961718 6.906615 0.706 -0.899 2.377
N 0.604524 1.936849 5.919441 2.320 3.233 1.069
C 0.997524 1.789204 4.483637 -0.445 0.189 -1.995
C 2.361964 0.977862 4.232096 -0.359 -0.694 1.364
O 2.903913 1.193135 2.894736 1.815 1.058 2.007
C 4.201354 1.798460 2.964737 1.132 2.868 -3.655
O 4.610087 2.545999 2.040572 -2.042 -3.397 3.668
H 0.278862 5.186881 6.793883 0.899 -0.014 -0.807
H 0.843138 4.744205 5.144541 -1.079 -0.087 0.707
H 0.591372 2.739024 8.576624 0.643 0.472 -0.478
H 2.780902 1.412301 8.590277 -1.097 0.723 -1.087
H 3.023538 2.317039 6.957712 -0.888 -1.240 1.149
H 0.393941 0.758647 7.759468 0.779 0.290 -1.635
H 1.428521 -0.103005 6.585102 -0.225 2.101 -0.068
H 1.118595 2.837323 4.008556 -0.365 -1.754 0.703
H 0.135734 1.256021 3.933521 1.398 1.017 0.736
H 2.121394 -0.143062 4.392011 0.635 1.754 -0.469
H 3.133470 1.297552 5.022948 -1.087 -0.567 -1.159
H 4.925411 1.651276 3.848940 -1.671 -0.378 -0.798
C -1.476518 2.169760 0.761404 0.308 -0.557 -0.466
O -1.128456 2.615327 1.844880 0.192 -0.153 0.080
N -0.846280 1.171625 0.083179 -0.636 0.727 0.489
C -1.319092 0.693083 -1.202160 0.225 0.029 0.168
C 0.334605 0.570430 0.667247 0.000 0.295 0.167
H -2.361530 2.558729 0.233423 0.035 -0.054 -0.050
H -1.555255 -0.370963 -1.119847 -0.054 0.045 -0.163
H -0.532196 0.837075 -1.945447 -0.226 -0.078 -0.106
H -2.211369 1.233871 -1.517746 0.151 -0.043 0.054
H 0.073131 0.142769 1.639446 0.168 -0.061 -0.010
H 1.091458 1.344280 0.816742 0.082 -0.202 0.082
H 0.730797 -0.210531 0.017272 -0.127 0.115 0.015
C -2.633830 -0.149940 -4.666398 0.197 -0.692 -0.244
O -2.261636 0.782112 -3.971621 0.099 -0.279 -0.052
N -1.975162 -1.332427 -4.816795 -0.646 0.935 0.038
C -2.483893 -2.392371 -5.662475 0.193 0.063 0.138
C -0.724743 -1.537891 -4.108440 -0.088 0.277 -0.066
H -3.568950 -0.100111 -5.246881 0.015 -0.052 -0.020
H -2.646539 -3.285942 -5.054136 -0.061 -0.063 -0.169
H -1.748905 -2.609318 -6.442065 -0.137 -0.129 -0.040
H -3.425863 -2.101822 -6.130075 0.098 0.029 0.078
H -0.902746 -1.443210 -3.035177 0.200 -0.123 -0.077
H -0.010212 -0.769500 -4.414816 0.059 -0.090 0.119
H -0.318002 -2.523545 -4.325767 -0.073 0.225 0.083
C -4.343042 4.099507 -4.841264 0.259 0.225 0.092
O -5.257404 4.629836 -5.443966 0.280 0.090 0.140
N -3.236757 4.740156 -4.364453 -0.483 -0.487 -0.134
C -2.188513 4.036581 -3.654558 -0.125 0.160 -0.036
C -3.107339 6.168757 -4.575351 -0.301 -0.056 -0.161
H -4.341020 3.018299 -4.627257 0.132 -0.015 0.069
H -2.090405 4.463116 -2.651961 0.174 -0.066 0.023
H -1.247956 4.158199 -4.198451 0.081 -0.116 0.176
H -2.418730 2.972938 -3.570784 0.005 0.161 -0.125
H -3.956315 6.677702 -4.111957 0.102 0.127 -0.110
H -3.118899 6.375096 -5.648395 -0.006 0.172 0.106
H -2.177065 6.536820 -4.140803 -0.080 -0.147 -0.024
C 1.218027 -2.424702 6.308312 0.384 -0.889 -0.344
O 1.542984 -1.961994 7.391472 0.164 -0.156 -0.184
N 1.862196 -3.430970 5.658103 -0.661 0.862 0.319
C 1.414249 -3.927018 4.371609 0.164 -0.095 0.085
C 3.034632 -4.026667 6.271849 0.015 0.125 0.294
H 0.342345 -2.044817 5.755828 -0.026 -0.050 -0.102
H 1.176568 -4.989472 4.463165 -0.034 0.058 -0.187
H 2.215225 -3.793196 3.640227 -0.140 -0.096 -0.091
H 0.526908 -3.390002 4.032567 0.078 -0.019 0.100
H 2.757719 -4.442900 7.243251 0.178 -0.003 -0.054
H 3.790825 -3.252965 6.425142 0.042 -0.166 0.065
H 3.439792 -4.815108 5.636961 -0.134 0.126 0.012
C 0.151522 -4.963784 -3.739725 0.181 -0.826 0.315
O 0.780671 -4.059406 -3.215518 0.062 -0.283 0.070
N 0.243146 -6.280815 -3.409902 -0.257 0.980 -0.433
C -0.540070 -7.299163 -4.081741 0.163 -0.247 0.176
C 1.153023 -6.678058 -2.353412 0.101 0.281 0.026
H -0.567694 -4.772278 -4.553603 -0.063 -0.114 -0.054
H -1.166639 -7.809171 -3.345277 -0.075 -0.038 -0.140
H 0.138380 -8.017962 -4.546706 -0.196 -0.004 -0.087
H -1.177244 -6.859141 -4.850556 0.101 0.032 0.083
H 0.871547 -6.168788 -1.428189 0.144 -0.088 0.014
H 2.168353 -6.377867 -2.623454 -0.015 -0.083 0.166
H 1.117085 -7.757531 -2.203763 -0.062 0.133 -0.121
C 2.021515 -6.973751 -6.834470 -0.104 0.186 -0.461
O 1.651772 -8.066534 -6.443843 -0.085 0.172 -0.184
N 1.691756 -6.412748 -8.032612 0.298 -0.139 0.811
C 2.172332 -5.104216 -8.427589 -0.132 -0.191 -0.115
C 0.832964 -7.149420 -8.940190 0.002 -0.238 0.194
H 2.676542 -6.332053 -6.222951 0.015 0.084 -0.058
H 1.315745 -4.447813 -8.601625 0.155 0.129 -0.055
H 2.751813 -5.201028 -9.349166 0.001 0.210 0.038
H 2.804409 -4.669265 -7.651862 -0.073 -0.111 -0.031
H -0.120261 -7.352585 -8.445803 0.013 -0.088 -0.171
H 1.307876 -8.101346 -9.189295 -0.180 0.022 -0.067
H 0.658706 -6.576582 -9.851710 0.083 0.004 0.150
C -1.237358 7.660220 5.703424 -0.591 0.449 -0.803
O -0.309511 6.945590 6.057607 0.085 -0.144 -0.195
N -1.596872 7.898511 4.414962 0.287 -0.174 1.200
C -2.711789 8.760613 4.074340 0.060 -0.034 -0.165
C -0.842099 7.271253 3.346481 0.230 -0.135 0.197
H -1.874063 8.183592 6.433078 0.022 -0.014 -0.063
H -3.447459 8.183731 3.508917 -0.052 0.169 0.019
H -2.346852 9.588439 3.461728 -0.182 0.012 0.029
H -3.184723 9.161427 4.971915 0.108 -0.082 -0.053
H -0.892362 6.185351 3.462043 0.028 0.036 -0.191
H 0.203017 7.583328 3.415331 -0.040 -0.074 -0.144
H -1.246341 7.555197 2.374698 -0.007 -0.012 0.177
```
Positions in Å, forces in eV/Å.

> Look up the E of the second one.

-2289.79886 Ha

> Which of these has the lowest E?

C27H61Cl7N2NaO9V

> What is the formula in the second record?

C27H61N10O9

> E of number 2 (C27H61N10O9)?

-2289.79886 Ha